The following is a quantum chemistry calculation of one molecule with the formula C6H7Cl, from the OMol25 dataset.

```
14
Properties=species:S:1:pos:R:3:forces:R:3
C -0.8174 -1.2697 0.3010 -0.84 1.83 1.07
C -1.1561 -0.3353 1.2332 -1.93 -2.86 -0.26
C 1.1853 0.0180 0.6963 0.36 0.81 -0.72
C 0.1688 -0.2910 -0.3791 0.60 0.49 2.52
C -0.1630 0.6207 0.9381 1.16 0.29 -1.76
C 0.1527 0.2648 -1.7271 0.26 -1.27 -1.81
Cl -0.3698 2.3443 1.0630 0.06 -0.09 -0.17
H -1.0568 -2.3139 0.2929 0.15 -0.33 -0.48
H -1.9203 -0.2931 1.9871 -0.06 -0.27 0.48
H 1.6145 -0.8248 1.1848 -0.02 -0.38 1.05
H 1.8442 0.8713 0.6043 0.65 -0.24 -0.75
H -0.8893 0.2416 -2.1286 0.88 0.28 0.09
H 0.8666 -0.2839 -2.4688 -1.32 0.77 1.25
H 0.5407 1.2510 -1.5972 0.05 0.98 -0.52
```
Forces are in eV/Å.

As for the frontier orbital gap: 8.91 eV. For the LUMO energy, the calculation gives 0.99 eV. As for the SMILES: C[C@]12C=C[C@@]1(Cl)C2.

The following is a quantum chemistry calculation of a 2-piece molecular cluster, C6H7Cl overall, from the OMol25 dataset.

```
14
Properties=species:S:1:pos:R:3:forces:R:3
C -0.5802 -0.4434 -1.5114 -2.96 -3.02 -1.26
C 0.0829 0.0892 -0.6620 1.57 1.65 0.38
C -2.8913 -2.4730 -3.1603 1.36 -0.38 3.47
C -2.3704 -2.4377 -1.9278 0.80 2.33 -2.90
C 1.2777 -0.0266 1.3794 3.50 1.22 0.48
C 1.0396 0.8566 0.1886 -0.81 0.77 -2.07
Cl -2.4552 -3.3622 -0.6206 0.10 -0.44 1.28
H -3.5181 -3.3036 -3.3395 -0.83 -0.80 -0.23
H -2.6240 -1.8555 -3.9411 0.49 1.43 -1.23
H 2.0731 0.5865 1.8880 -0.53 -1.01 0.42
H 0.5345 -0.2900 2.0989 -0.85 -0.05 -0.05
H 1.8172 -0.8944 0.9447 -0.59 0.14 0.72
H 2.0842 0.9712 -0.3212 -2.01 -0.14 0.59
H 0.6107 1.9222 0.3052 0.76 -1.69 0.40
```
Forces are in eV/Å.

As for the frontier orbital gap (alpha / beta): 7.15 / 7.07 eV. For the LUMO energy (alpha / beta), the calculation gives -1.86 / -1.91 eV.

The following is a quantum chemistry calculation of an isolated ion of composition C6H7Cl2O3S and charge -1, from the OMol25 dataset.

```
19
Properties=species:S:1:pos:R:3:forces:R:3
C 0.3729 -0.0399 -1.8300 -0.15 0.20 0.95
C 0.2619 0.8584 1.0283 0.25 -3.23 -1.22
C 0.5466 -0.2331 -0.2563 -0.15 0.77 0.05
C 1.5838 0.5008 0.4567 0.72 0.41 0.95
C -0.5351 2.0671 0.7400 5.39 2.09 1.37
C -1.5185 -1.8997 -0.3951 1.33 2.23 -4.76
O 0.1416 1.0255 -2.3989 0.01 -0.06 0.48
O 0.5149 -1.2015 -2.2620 -0.08 -0.34 -1.34
O 0.2174 -2.2022 1.3848 0.39 -1.07 0.92
S 0.3039 -2.0912 -0.1025 -0.97 2.36 1.38
Cl 2.5364 1.7415 -0.3371 0.03 0.55 -0.56
Cl 2.7262 -0.3282 1.5578 -0.15 -0.33 0.11
H 0.0454 0.3131 1.9485 0.21 -0.07 -0.21
H -0.5252 2.1079 -0.2818 -0.49 0.82 -2.77
H 0.1445 3.0036 1.1396 -2.21 -1.88 -0.72
H -1.4575 1.9355 1.1327 -2.90 0.25 1.34
H -1.8966 -2.5340 0.3149 -1.30 -1.02 1.91
H -1.7538 -2.2718 -1.4662 0.21 0.63 1.73
H -1.7086 -0.7519 -0.3734 -0.13 -2.32 0.41
```
Forces are in eV/Å.

As for the frontier orbital gap: 8.31 eV. For the LUMO energy, the calculation gives 3.34 eV. As for the total charge: -1.

The following is a quantum chemistry calculation of one molecule with the formula C6H7Cl2PS, from the OMol25 dataset.

```
17
Properties=species:S:1:pos:R:3:forces:R:3
C -1.4589 0.0194 0.8505 -2.62 -0.35 1.70
C -0.5806 -0.9376 0.6354 1.42 3.12 -1.75
C -0.2749 1.9169 -0.1908 1.12 -0.33 0.19
C -1.2991 1.4107 0.4745 -2.57 1.45 -0.04
C 0.5741 -0.5712 -0.2941 -2.14 1.09 -1.47
C 0.9184 0.9248 -0.4487 -0.58 2.40 -0.66
P -2.9419 2.5230 0.8867 1.97 -1.63 0.49
S -4.2850 1.6506 1.9760 0.68 0.65 -0.52
Cl -2.0215 4.2006 1.6614 -0.45 -0.31 -0.22
Cl -3.6067 3.1603 -0.9022 0.06 0.14 -0.11
H -2.4495 -0.2165 1.3639 1.50 0.26 -0.60
H -0.7888 -1.9150 0.8445 -0.30 -2.42 0.69
H -0.1653 3.0124 -0.3878 -0.08 -1.18 -0.04
H 1.4660 -1.0306 -0.0675 1.88 -1.55 0.40
H 0.2087 -0.8933 -1.3155 0.63 -0.03 0.92
H 1.2904 1.1755 -1.4916 -0.33 -0.62 1.10
H 1.7123 1.3299 0.2120 -0.19 -0.70 -0.08
```
Forces are in eV/Å.

As for the frontier orbital gap: 9.13 eV. For the LUMO energy, the calculation gives 0.20 eV. As for the SMILES: S=P(Cl)(Cl)C1=CCCC=C1.

The following is a quantum chemistry calculation of one molecule with the formula C6H7ClN2O2, from the OMol25 dataset.

```
18
Properties=species:S:1:pos:R:3:forces:R:3
C -0.1096 1.8862 0.8817 -0.46 6.41 -5.04
C -0.3916 1.7453 -0.5010 0.29 6.48 4.20
C 0.0376 0.8300 1.6327 2.18 -3.69 6.01
C -0.3132 0.5398 -1.0695 -0.54 -2.91 -1.65
C -0.1156 -0.5316 1.2367 2.06 -2.44 -2.21
C -0.0679 -0.6627 -0.3753 1.04 -1.47 2.79
N -0.7836 -1.8028 -0.8833 1.54 -0.04 -0.56
N 1.5007 -1.0197 -0.7436 -0.22 -0.42 -0.18
O 1.7023 -1.3237 -1.9023 -0.34 0.05 -0.02
O 2.3630 -0.9084 0.0857 0.03 0.28 0.47
Cl -1.7731 -0.9595 1.7514 -0.58 -0.68 0.35
H 0.1389 2.9411 1.3073 -0.91 -2.02 -0.83
H -0.5689 2.7050 -1.0384 0.25 -1.15 0.11
H 0.2975 0.9161 2.7235 -0.26 0.21 -1.19
H -0.4457 0.3682 -2.0895 -0.21 0.17 -1.68
H 0.7388 -1.2697 1.6736 -2.50 1.65 -0.76
H -0.4490 -1.8515 -1.8576 -0.71 -0.43 0.36
H -1.7605 -1.6021 -0.8321 -0.66 -0.01 -0.17
```
Forces are in eV/Å.

As for the frontier orbital gap (alpha / beta): 6.88 / 7.31 eV. The multiplicity is 3. For the LUMO energy (alpha / beta), the calculation gives 0.49 / -2.98 eV.

The following is a quantum chemistry calculation of C6H7ClN2OS as an isolated structure, from the OMol25 dataset.

```
18
Properties=species:S:1:pos:R:3:forces:R:3
C 1.0394 0.9674 -1.8257 -1.31 0.64 1.74
C 1.0289 0.4608 -0.3367 0.90 -0.66 -2.01
C -1.2442 -0.3608 -0.3076 -0.45 -1.06 0.87
C -2.3397 -0.9394 0.6786 0.69 -0.61 -3.15
C 0.4737 -0.6499 1.7197 -5.50 2.79 1.04
C 0.0765 -0.2248 0.3692 1.36 1.81 -2.01
N 2.3345 1.2892 -2.2008 2.48 0.61 -0.74
N 2.3155 0.6830 0.1255 1.08 0.08 1.55
O -1.4241 -0.0795 -1.4814 -0.21 -0.33 1.13
S 3.2951 1.2406 -0.9627 -3.04 -0.84 -0.32
Cl 0.0955 2.5348 -1.7203 -0.17 0.74 -0.04
H 0.4951 0.4949 -2.6054 -0.25 -1.02 -0.19
H -3.2786 -0.8424 0.0616 0.69 -0.23 1.13
H -2.0569 -2.0892 0.7733 -0.72 2.57 0.60
H -2.2854 -0.2230 1.5119 -0.40 -1.08 0.27
H 0.3558 -1.6397 1.8207 -0.46 -3.91 0.41
H -0.3158 -0.2033 2.4989 2.07 -0.68 -1.28
H 1.4348 -0.4185 1.8813 3.24 1.17 1.02
```
Forces are in eV/Å.

As for the frontier orbital gap (alpha / beta): 6.78 / 6.86 eV. For the LUMO energy (alpha / beta), the calculation gives -1.86 / -1.80 eV.

The following is a quantum chemistry calculation of a 2-piece molecular cluster, C6H7ClN3S overall, from the OMol25 dataset.

```
18
Properties=species:S:1:pos:R:3:forces:R:3
C -0.4728 -1.6039 1.1251 -2.20 -0.47 -0.56
C -3.6412 -1.1065 -0.4411 0.78 -0.25 0.69
C 2.0267 1.4796 -0.1124 -2.12 0.40 -0.62
C -1.4618 -0.5065 -1.4975 -0.12 -1.35 -0.83
C -2.3052 -1.0153 -0.4256 0.05 -0.08 0.79
C 0.9198 -0.5346 -1.1961 6.35 1.98 2.26
N -1.6152 -1.4465 0.7282 1.50 0.56 0.15
N -0.2120 -0.6785 -1.4488 -4.01 -0.37 -0.52
N 3.3184 0.8306 0.0464 -0.30 1.20 -0.47
S 0.8725 -2.0878 1.7482 0.32 0.24 0.28
Cl 2.1941 -1.6484 -1.4826 -0.25 -0.28 -0.28
H -4.1198 -1.4006 0.4844 -0.09 -0.15 -0.18
H -4.2306 -0.9873 -1.3103 -0.40 0.52 -0.72
H 1.7445 1.5134 0.9318 -1.33 -0.24 0.47
H -1.7227 -0.2611 -2.5072 -1.28 0.60 -0.15
H 3.7239 1.0697 0.9248 0.69 -0.61 1.04
H 3.7786 1.3098 -0.6785 1.81 -0.07 -1.32
H 3.1486 -0.1301 -0.1809 0.59 -1.61 -0.05
```
Forces are in eV/Å.

As for the frontier orbital gap (alpha / beta): 6.90 / 6.90 eV. For the LUMO energy (alpha / beta), the calculation gives -5.21 / -5.21 eV. As for the total charge: +1.

The following is a quantum chemistry calculation of one molecule with the formula C6H7ClO, from the OMol25 dataset.

```
15
Properties=species:S:1:pos:R:3:forces:R:3
C 0.4627 -0.3357 -0.1854 1.09 -1.75 -0.37
C 0.4759 1.1016 -0.9143 -1.10 1.14 1.47
C 0.4648 1.7270 0.5436 -1.26 0.03 0.11
C 0.3610 0.3717 1.1914 -1.77 -3.77 2.77
C -0.3279 -1.5891 -0.6591 -0.58 0.87 0.53
C -1.4991 -1.8201 -0.0108 -0.82 0.87 -1.88
H 1.3504 1.5659 -1.3585 0.20 -1.04 -0.77
H -0.4890 1.5032 -1.4652 1.91 -1.64 0.89
H -0.5217 2.2205 0.6893 0.97 0.29 0.40
H 1.3545 2.2691 0.8348 -0.17 0.52 0.09
H 0.0501 -2.2202 -1.5331 -0.56 1.26 1.27
H -1.7408 -1.0988 0.8668 -0.01 -1.74 -1.61
H -2.3226 -2.4267 -0.6398 1.93 0.97 2.30
O 0.1944 -0.2106 2.2985 0.46 3.29 -3.81
Cl 2.1873 -1.0578 0.3420 -0.30 0.70 -1.39
```
Forces are in eV/Å.

As for the frontier orbital gap: 9.88 eV. For the LUMO energy, the calculation gives 0.07 eV. As for the SMILES: C=C[C@@]1(Cl)CCC1=O.

F_max, respectively: 3.459 4.418 5.945 3.844 8.170 6.254 7.027 5.054 eV Å⁻¹.
Energy relative to the best compared isomer or geometry (same formula, charge and spin), respectively: 262.9 723.1 73.5 0.0 0.0 183.1 749.9 356.0 kJ/mol.